This record from the OMol25 dataset describes the molecule C5H10O. The level of theory is wB97M-V/def2-TZVPD.

```
! wB97M-V def2-TZVPD RIJCOSX def2/J DEFGRID3
* xyz 0 1
C -2.043 -0.291 0.544
C -0.590 -0.467 0.158
C -0.075 0.428 -0.974
C 1.438 0.506 -0.684
C 1.552 -0.089 0.740
O 0.237 -0.125 1.259
H -2.305 -0.964 1.367
H -2.692 -0.516 -0.309
H -2.227 0.739 0.868
H -0.401 -1.522 -0.113
H -0.308 0.023 -1.964
H -0.541 1.417 -0.897
H 1.798 1.539 -0.713
H 2.026 -0.071 -1.405
H 2.171 0.503 1.420
H 1.961 -1.111 0.705
*
```

Computed properties:
- Highest occupied orbital energy: -9.8 eV
- Energy: -271.7411 hartree
- SMILES string: C[C@H]1CCCO1
- M: 86.13 Da
- HOMO-LUMO gap: 10.9 eV
- E_LUMO: 1.20 eV
- Energy relative to the best compared isomer or geometry (same formula, charge and spin): 30.2 kJ/mol